{"formula": "C24H52BO16S4", "method": "ωB97M-V with the def2-TZVPD basis set", "multiplicity": 1, "homo_lumo_gap_ev": 5.69, "total_charge": -1, "species": ["B", "C", "C", "C", "C", "C", "C", "C", "C", "C", "C", "C", "C", "C", "C", "C", "C", "H", "H", "H", "H", "H", "H", "H", "H", "H", "H", "H", "H", "H", "H", "H", "H", "H", "H", "H", "H", "H", "H", "H", "H", "H", "H", "H", "H", "H", "H", "H", "H", "H", "H", "H", "H", "C", "C", "O", "S", "O", "O", "O", "H", "H", "H", "H", "C", "C", "O", "S", "O", "O", "O", "H", "H", "H", "H", "C", "C", "O", "S", "O", "O", "O", "H", "H", "H", "H", "C", "C", "O", "S", "O", "O", "O", "H", "H", "H", "H"], "xyz": [[-4.95432, -1.43487, -6.15898], [-6.07478, -2.42448, -5.43161], [-5.57319, -3.39976, -4.34651], [-4.41886, -2.88229, -3.49014], [-4.04609, -3.84720, -2.36321], [-2.65914, -3.60906, -1.76849], [-2.61526, -2.46747, -0.75562], [-1.21718, -2.25957, -0.16650], [-1.17839, -1.76677, 1.28811], [-2.17411, -0.65278, 1.69897], [-1.55850, 0.74455, 1.94876], [-1.69093, 1.74386, 0.79329], [-1.05463, 1.24165, -0.50684], [-0.53669, 2.35398, -1.42501], [0.50312, 1.84227, -2.42735], [1.81780, 1.35202, -1.81255], [2.58836, 2.42468, -1.01968], [-5.29140, -1.23428, -7.33705], [-4.90820, -0.32855, -5.60092], [-3.82909, -1.94673, -6.17162], [-6.54462, -3.03177, -6.21847], [-6.89293, -1.83513, -4.99168], [-6.39048, -3.64599, -3.64609], [-5.27518, -4.35854, -4.79510], [-3.54330, -2.70450, -4.11886], [-4.71406, -1.91423, -3.06701], [-4.09690, -4.87112, -2.75432], [-4.79585, -3.79156, -1.56126], [-1.94723, -3.39656, -2.57460], [-2.30160, -4.51811, -1.26755], [-3.33318, -2.68023, 0.04796], [-2.94641, -1.54825, -1.25022], [-0.64073, -1.59567, -0.80706], [-0.69184, -3.22051, -0.20617], [-0.16592, -1.39900, 1.49520], [-1.31730, -2.63155, 1.94636], [-2.98875, -0.56435, 0.97472], [-2.65292, -0.97313, 2.63134], [-2.02545, 1.18989, 2.83927], [-0.49338, 0.63157, 2.18512], [-2.75232, 1.96530, 0.63355], [-1.19649, 2.67969, 1.07843], [-1.77797, 0.64282, -1.06573], [-0.22007, 0.59183, -0.23637], [-0.14419, 3.18276, -0.82514], [-1.37668, 2.76104, -1.99711], [0.72737, 2.61634, -3.16984], [0.04990, 1.01107, -2.97684], [1.62870, 0.48749, -1.17060], [2.44580, 0.98944, -2.63027], [2.90264, 2.03760, -0.05027], [3.49535, 2.73098, -1.54498], [1.98756, 3.32199, -0.85621], [2.86229, -2.59711, -5.42613], [3.87045, -2.16686, -4.37649], [3.05561, -1.63044, -3.32829], [1.67054, -2.42914, -3.23965], [1.75162, -3.42113, -2.22813], [0.61769, -1.48465, -3.26000], [1.79207, -3.15632, -4.65524], [2.48483, -1.75137, -6.00240], [3.23941, -3.36759, -6.09293], [4.54154, -1.38389, -4.71870], [4.44212, -3.01376, -3.99227], [-2.49243, 0.90616, 6.03271], [-1.45672, 1.91594, 5.58178], [-0.96975, 2.47560, 6.81662], [-0.93648, 1.34761, 7.93634], [0.35584, 0.75783, 8.00029], [-1.55006, 1.85926, 9.10685], [-1.89616, 0.31107, 7.20034], [-3.43105, 1.38243, 6.31712], [-2.67388, 0.12414, 5.30058], [-1.87871, 2.71667, 4.98201], [-0.62796, 1.44928, 5.04740], [6.49995, 5.33406, 2.00155], [5.73669, 4.02275, 2.03270], [4.70514, 4.21691, 1.05565], [5.23031, 5.12781, -0.13771], [5.67587, 4.32878, -1.22186], [4.29452, 6.17287, -0.34075], [6.53104, 5.68779, 0.61117], [5.97892, 6.11721, 2.55454], [7.52319, 5.24382, 2.35594], [5.27002, 3.81421, 2.99000], [6.35928, 3.17907, 1.73049], [3.43747, -1.11376, 4.70923], [1.98081, -0.76484, 4.93635], [1.86724, 0.56658, 4.40085], [2.83181, 0.73215, 3.14038], [2.11460, 0.53018, 1.93629], [3.60376, 1.90842, 3.33714], [3.72585, -0.55889, 3.41562], [4.08677, -0.64324, 5.44881], [3.62160, -2.18364, 4.67510], [1.70066, -0.74255, 5.98653], [1.31361, -1.42817, 4.38289]], "forces_ev_per_angstrom": [[-0.23, 0.05, -0.11], [0.14, -0.10, -0.13], [-0.11, 0.08, 0.22], [-0.09, 0.01, 0.15], [0.00, -0.06, -0.10], [0.00, -0.01, 0.13], [0.06, 0.06, -0.06], [-0.03, -0.17, 0.07], [0.10, 0.22, -0.04], [0.05, 0.06, 0.18], [-0.03, 0.00, -0.04], [0.02, -0.17, -0.02], [0.04, 0.20, 0.09], [-0.15, -0.08, -0.14], [-0.05, -0.12, 0.02], [0.01, 0.17, -0.02], [0.12, -0.15, -0.12], [0.01, 0.01, 0.06], [0.16, -0.09, 0.08], [0.00, 0.00, -0.03], [-0.09, -0.01, 0.11], [0.06, 0.07, -0.08], [0.00, -0.12, -0.11], [0.11, 0.10, -0.02], [-0.11, 0.07, -0.03], [0.13, 0.02, -0.09], [0.04, 0.04, -0.01], [0.03, -0.08, -0.04], [-0.02, -0.04, 0.02], [-0.01, 0.02, -0.01], [0.01, -0.01, -0.06], [-0.11, -0.03, 0.11], [0.00, 0.10, -0.10], [0.06, 0.06, 0.06], [0.00, -0.09, 0.03], [-0.13, 0.04, -0.05], [0.06, -0.03, -0.01], [-0.02, 0.02, -0.06], [-0.02, -0.02, -0.08], [-0.05, 0.00, 0.01], [0.06, 0.10, 0.00], [-0.10, -0.02, 0.07], [0.13, -0.17, 0.03], [0.01, -0.06, -0.03], [0.07, -0.09, -0.03], [0.01, 0.08, 0.08], [-0.05, 0.05, 0.09], [0.05, 0.05, -0.04], [-0.01, 0.02, -0.05], [-0.03, -0.09, 0.07], [-0.05, 0.12, 0.04], [-0.07, 0.05, -0.02], [0.04, -0.05, 0.07], [0.01, 0.10, -0.07], [0.05, -0.06, -0.03], [0.00, 0.04, -0.04], [0.01, 0.01, -0.03], [-0.03, -0.03, 0.01], [-0.02, 0.03, 0.10], [0.05, -0.11, 0.04], [0.01, 0.01, 0.01], [-0.05, -0.05, 0.03], [-0.03, 0.05, 0.04], [0.00, -0.01, -0.01], [-0.07, 0.08, -0.06], [0.06, -0.05, -0.27], [-0.14, -0.02, 0.08], [0.07, -0.02, -0.12], [0.08, -0.05, 0.05], [0.02, 0.02, 0.04], [-0.01, -0.03, 0.00], [0.01, 0.00, 0.01], [0.05, -0.05, 0.04], [0.04, 0.08, 0.07], [-0.01, -0.01, -0.01], [-0.08, 0.05, 0.10], [0.15, -0.07, 0.01], [-0.07, 0.09, 0.02], [0.02, -0.06, 0.02], [0.02, 0.02, -0.05], [-0.03, 0.01, -0.03], [0.03, -0.07, 0.04], [-0.01, -0.01, 0.01], [0.03, 0.01, -0.08], [-0.12, -0.01, -0.06], [0.01, 0.01, 0.00], [0.04, 0.06, 0.15], [-0.14, -0.20, 0.02], [0.06, 0.03, 0.06], [-0.02, -0.03, 0.04], [0.02, 0.01, -0.04], [0.02, 0.05, -0.01], [-0.03, -0.04, -0.04], [-0.01, 0.00, 0.01], [0.00, 0.01, -0.10], [-0.02, 0.16, -0.01], [0.02, 0.00, -0.03]], "mulliken_charge": [0.083, -0.960, -0.533, -0.165, -0.889, -0.441, -0.502, 0.271, -0.941, -0.679, 0.492, -1.367, 0.983, -0.862, -1.086, 0.361, -1.264, -0.204, -0.230, -0.231, 0.209, 0.251, 0.203, 0.307, 0.182, 0.145, 0.374, 0.309, 0.074, 0.420, 0.303, 0.135, -0.519, 0.639, 0.185, 0.454, 0.486, 0.288, -0.013, -0.148, 0.288, 0.406, -0.022, -0.438, 0.389, 0.368, 0.397, 0.301, -0.055, 0.469, 0.071, 0.389, 0.297, -0.364, -0.355, -0.285, 1.151, -0.632, -0.400, -0.339, 0.289, 0.308, 0.319, 0.273, -0.188, 0.103, -0.353, 1.100, -0.526, -0.566, -0.332, 0.310, 0.186, 0.381, -0.020, -0.378, -0.234, -0.172, 1.065, -0.544, -0.557, -0.320, 0.307, 0.310, 0.286, 0.226, -0.473, -0.182, -0.168, 0.756, -0.226, -0.561, -0.343, 0.296, 0.331, 0.318, 0.217]}